[1]
47
Properties=species:S:1:pos:R:3:forces:R:3 method="wB97M-V/def2-TZVPD" s_squared=6.013 charge=+4 e_homo_ha="-0.8010 / -0.8001" spin_multiplicity=5 largest_force_ev_per_a=3.181 lumo_ha="-0.4459 / -0.6002" e_above_lowest_kcal_mol=28.8
Sb 3.0356 -0.1495 -0.4845 -2.45 0.03 0.37
Pd -0.6706 -0.0574 0.0800 3.14 -0.14 -0.48
N 0.4550 0.9769 -1.6791 -1.14 -0.27 0.67
N 0.9354 0.8030 1.5109 -1.23 -0.24 -0.32
N 0.6123 -1.9932 -0.1746 -1.09 0.75 0.20
N -3.9369 0.9527 0.8746 -0.88 -0.39 -0.18
N -3.3767 -0.1459 0.3673 -1.53 0.07 0.36
C 0.4906 -4.3560 -0.2402 -0.18 0.10 0.04
C 2.6036 -3.2501 -0.5511 -0.36 -0.03 0.05
C -1.1192 1.3799 2.6822 0.13 -0.02 0.11
C 1.8509 -4.4226 -0.4757 0.30 -0.10 -0.05
C 1.9071 -2.0698 -0.3915 1.36 0.55 -0.19
C 1.7457 0.9260 -1.9434 1.29 -0.35 0.28
C 1.4856 2.2005 -3.9099 0.27 0.04 -0.18
C 0.1347 2.2673 -3.6386 -0.23 -0.01 0.16
C 2.3369 1.5227 -3.0369 -0.29 -0.01 0.06
C 3.1287 1.3064 2.2975 -0.29 0.01 0.07
C -0.3781 1.6556 -2.4960 0.37 0.07 -0.12
C 0.3734 1.3668 2.5997 0.39 0.09 0.10
C -1.5885 -2.9517 0.1841 0.11 -0.08 -0.04
C -1.8284 1.7248 -2.1312 0.13 -0.03 -0.23
C 1.1926 1.9112 3.5849 -0.25 -0.03 -0.06
C 2.5651 1.8835 3.4354 0.31 0.05 0.07
C 2.2455 0.7809 1.3776 1.13 -0.33 -0.75
C -0.1267 -3.1183 -0.0870 0.28 -0.15 -0.04
H -4.3412 0.9032 1.8155 0.39 0.12 0.14
H -1.5308 1.8225 1.7665 -0.06 0.00 0.04
H -0.0997 -5.2609 -0.1687 -0.01 0.01 -0.01
H -2.0897 -3.9138 0.2767 -0.03 0.02 0.01
H -1.7118 -2.4227 1.1386 -0.08 -0.02 -0.01
H 3.2149 2.3124 4.1905 -0.06 0.00 0.02
H -3.5146 -0.9510 0.9856 0.33 -0.01 0.04
H -3.7357 -0.3588 -0.5699 0.39 0.11 -0.17
H 4.2003 1.2776 2.1551 0.01 0.00 0.00
H -1.4531 1.9913 3.5199 -0.06 -0.01 -0.03
H 1.9018 2.6782 -4.7899 -0.07 0.02 0.00
H -2.0544 -2.4199 -0.6553 -0.06 -0.02 0.04
H -2.3712 0.9010 -2.6059 -0.04 -0.02 0.11
H -2.2746 2.6511 -2.4929 -0.01 0.01 0.06
H -1.4872 0.3606 2.8548 -0.07 0.04 -0.04
H -1.9249 1.7105 -1.0367 -0.13 0.07 -0.02
H 2.3497 -5.3773 -0.6002 -0.08 -0.03 0.02
H -0.5366 2.8068 -4.2955 0.02 0.00 -0.01
H 3.4024 1.4758 -3.2149 0.01 -0.01 -0.02
H 0.7406 2.3596 4.4607 0.02 0.01 0.00
H -4.4284 1.5859 0.2362 0.31 0.13 -0.05
H 3.6706 -3.2758 -0.7245 0.00 -0.01 -0.01

---

[2]
83
Properties=species:S:1:pos:R:3:forces:R:3 method="wB97M-V/def2-TZVPD" charge=+4 e_homo_ha="-0.6548 / -0.6548" largest_force_ev_per_a=8.224 lumo_ha="-0.5510 / -0.5512" e_above_lowest_kcal_mol=64.9
Br -3.2778 1.3306 2.6363 0.84 -0.95 -0.33
Ti -0.1424 -0.6489 0.4359 2.04 3.02 2.09
P 2.1049 -1.4066 0.6959 2.46 -0.56 0.41
P -1.6447 -2.0371 -0.3333 -5.13 -5.33 -3.58
O 0.8766 4.1074 6.1537 0.19 -1.79 -0.74
N 0.2335 0.4348 2.7384 0.09 0.35 -0.01
N 1.9285 2.4529 7.2999 -1.02 -0.34 -2.50
N -1.0452 6.9439 -5.6198 -0.25 -0.03 -0.17
C 3.6305 -0.5857 1.2242 -0.17 0.87 0.38
C 2.9274 -4.2172 1.0818 0.05 -0.26 -0.06
C -0.3465 -3.2419 -0.9402 1.87 0.60 0.66
C 1.4368 0.7045 4.8403 -0.42 -0.24 -0.30
C 0.1857 2.5406 4.0079 -0.07 -0.55 -0.59
C -0.3906 -4.6999 -1.4498 -0.87 -0.59 -0.12
C -4.2116 -3.6545 -0.0734 0.42 -0.42 -0.98
C -0.4882 6.2926 -3.3649 -0.12 -0.05 -0.07
C -0.7881 3.7647 -2.8106 -1.76 0.82 -2.34
C -1.5596 2.7862 -2.6454 0.78 1.37 0.04
C 2.3677 -1.6171 -1.0789 -0.57 -0.25 -0.94
C -2.3222 -1.2655 -1.8972 0.09 1.97 -0.29
C -1.1644 1.1877 0.3696 -0.27 -1.04 0.30
C -3.5947 1.0849 -0.0229 -0.14 0.63 -1.69
C 1.0043 -0.0512 3.7319 0.73 0.28 0.44
C -3.3749 1.7082 -1.2531 0.10 -1.15 0.47
C 0.9849 2.0189 5.0354 -0.44 -0.35 -1.10
C 2.1267 -3.0166 1.6158 -0.52 0.06 0.28
C -2.7546 -1.8814 -3.2520 0.11 -0.96 0.15
C -0.9107 1.4021 -1.0270 0.16 -0.09 3.64
C 1.2502 2.9362 6.1878 0.93 1.63 2.76
C 4.9338 -1.3988 1.1012 0.28 -0.22 0.00
C 2.9441 -0.4926 -1.9545 0.10 0.03 0.15
C -2.5571 0.9179 0.9146 2.70 2.19 -0.06
C -0.7168 4.9354 -3.6950 0.65 0.44 0.15
C -3.0261 -2.9117 0.5888 -0.41 0.83 1.97
C -2.0294 1.9071 -1.7070 -0.26 0.24 -0.67
C -0.7106 7.2555 -4.3736 0.27 -0.49 0.52
C -1.1894 5.6673 -5.9666 0.46 -0.40 0.74
C -0.1234 1.7343 2.9177 -0.39 0.66 0.14
C -1.0127 4.6295 -5.0426 -0.85 -0.27 -0.31
H 0.4092 -3.2655 -0.1096 -0.43 -0.04 -0.49
H -1.5977 -0.4604 -2.1545 -0.17 -0.77 0.08
H -3.5520 -2.6176 -3.0867 0.34 0.04 -0.25
H 2.4793 -4.6734 0.1780 0.30 0.34 0.36
H -0.0743 1.2048 0.8873 -2.41 0.61 -0.21
H -0.7560 -5.3901 -0.6723 0.01 0.18 -0.51
H -0.1962 3.5668 3.9878 0.30 -0.37 0.42
H -3.7734 -4.5392 -0.5731 -0.56 0.36 0.01
H -4.2257 2.0221 -1.8587 0.25 0.05 0.11
H 3.9969 -3.9938 0.9222 -0.62 -0.06 -0.07
H -1.2186 3.5940 -5.3447 0.17 0.54 0.12
H -2.5411 -3.6084 1.2882 0.24 0.09 -0.25
H -4.9462 -4.0407 0.6808 0.87 0.61 -0.39
H 3.4634 -0.2680 2.2688 0.23 0.11 -0.42
H -4.6026 0.8933 0.3286 -0.05 0.16 -0.18
H 2.0121 3.0888 8.0608 0.15 0.34 0.59
H 5.0404 -2.1710 1.8813 -0.18 0.30 -0.36
H 0.0784 1.8342 -1.2448 -0.39 -0.57 -0.31
H 1.3544 -1.0661 3.6041 -0.05 -0.09 0.21
H -0.7427 2.1966 2.1442 0.44 -0.02 0.65
H 2.1673 1.4829 7.4159 0.01 0.14 0.21
H -1.0097 -4.7339 -2.3631 0.13 -0.28 0.53
H 2.3513 0.4290 -1.8136 0.44 -0.14 -0.10
H -4.7567 -3.0395 -0.8156 0.29 -0.33 0.44
H -0.2229 6.6352 -2.3607 -0.15 -0.29 -0.35
H 2.5393 -2.6939 2.5868 -0.14 -0.15 -0.21
H -1.4832 5.4331 -6.9900 0.16 0.17 0.19
H -3.1754 -1.0922 -3.9183 0.40 -0.31 0.74
H 5.0898 -1.8569 0.1090 -0.17 0.19 0.40
H 2.8032 -0.8191 -2.9996 0.26 0.27 0.41
H 0.1923 -2.7426 -1.7592 -0.78 0.11 0.22
H -3.4272 -2.1354 1.2921 0.29 -0.30 -0.60
H 4.0126 -0.3057 -1.7725 -0.45 0.07 -0.09
H -3.1715 -0.6539 -1.5674 0.15 -0.52 0.29
H 5.7614 -0.6906 1.2557 -0.25 -0.20 -0.05
H 2.9215 -2.5655 -1.1523 -0.13 0.11 -0.25
H 0.6406 -5.0176 -1.7443 -0.75 0.47 0.36
H 1.3808 -1.7977 -1.5305 0.60 -0.09 0.07
H -1.9024 -2.3315 -3.7828 -0.41 -0.02 0.16
H 3.6805 0.3047 0.5755 0.09 -0.07 0.43
H 2.8730 -4.9812 1.8758 0.07 0.21 -0.34
H 1.0809 -3.3187 1.8071 0.36 -0.02 0.13
H 2.1243 0.2446 5.5453 -0.21 -0.08 -0.13
H -0.6313 8.3233 -4.1504 0.07 -0.39 0.00

---

[3]
69
Properties=species:S:1:pos:R:3:forces:R:3 method="wB97M-V/def2-TZVPD" s_squared=2.011 charge=-2 e_homo_ha="0.0528 / 0.0313" spin_multiplicity=3 largest_force_ev_per_a=3.193 lumo_ha="0.1675 / 0.1674"
Mo -3.8147 -1.2357 1.3933 -0.40 -0.23 -1.04
Cl -3.3261 0.7162 2.5509 0.31 1.41 1.07
Cl -2.0684 -2.6454 2.0438 1.07 -0.92 0.64
P 0.0337 0.2509 0.8214 -2.99 -1.11 0.05
O -5.3938 -1.8192 1.3155 -1.83 -0.97 0.98
C -3.1603 -1.6110 -4.0835 0.10 -0.02 0.54
C 0.9518 -0.7492 3.2396 -0.06 0.27 0.00
C -3.4270 -0.8694 -2.9439 0.18 -0.40 -0.47
C -2.7398 -2.7656 -1.5583 0.18 -0.92 -0.61
C -0.0235 1.8566 -0.0957 0.81 -0.25 0.23
C -3.5520 -0.6653 -0.4541 1.33 -0.20 -2.39
C 1.7875 -0.5147 4.5027 -0.07 0.05 -0.23
C 0.3393 3.9269 -2.1326 -0.01 0.00 -0.11
C -3.2258 -1.4324 -1.6451 -0.91 1.57 2.00
C 2.6340 -2.4505 -2.1271 -0.20 0.00 -0.24
C 0.5040 -1.1802 -1.5969 -0.12 -0.01 0.22
C 1.1000 -2.4332 -2.2443 0.02 0.08 0.30
C 2.4559 -0.9705 -0.0383 0.21 -0.52 -0.31
C 1.1585 1.9753 4.4423 -0.14 -0.06 -0.13
C 0.9384 -1.0815 -0.1255 0.37 0.56 0.32
C 3.1215 -2.1900 -0.7003 0.03 0.14 0.18
C -2.4804 -3.5003 -2.7117 -0.16 0.54 0.46
C 0.9322 0.5393 2.3966 0.90 0.16 -0.77
C -2.6898 -2.9303 -3.9738 0.16 -0.25 -0.80
C 0.3306 1.7114 3.1833 0.02 -0.17 -0.05
C 1.3700 2.4047 -0.3699 -0.15 0.85 -0.32
C 1.2436 3.8437 -0.8986 0.21 -0.21 0.06
C 1.3368 0.7188 5.2928 -0.17 -0.20 0.15
C -1.0196 3.2382 -1.9385 0.09 -0.13 0.18
C -0.8778 1.8215 -1.3737 0.06 -0.09 0.14
H 2.7733 -0.0480 -0.5426 0.05 -0.13 0.03
H 0.8524 3.4784 -2.9934 0.01 -0.09 0.10
H 0.1800 4.9767 -2.3940 0.01 0.07 -0.05
H 1.8746 1.7722 -1.1167 -0.11 0.15 0.10
H -1.5677 3.1972 -2.8852 0.06 0.08 0.02
H 2.7958 -0.8993 1.0033 -0.05 0.00 -0.15
H -1.6282 3.8319 -1.2471 0.00 0.02 0.02
H 0.6709 2.7605 5.0304 0.10 -0.03 0.07
H -2.4952 -3.5128 -4.8786 -0.02 0.13 0.20
H 0.7721 -2.4890 -3.2877 0.12 -0.07 0.07
H 1.3812 -1.5920 2.6759 -0.18 0.23 0.07
H 0.3075 2.6274 2.5754 0.00 -0.22 0.07
H 1.9954 2.4044 0.5360 -0.15 -0.06 -0.16
H -0.7125 1.4665 3.4312 0.15 0.05 -0.03
H 2.2456 4.2310 -1.1131 -0.06 0.19 -0.14
H 2.0629 0.9161 6.0815 0.09 0.05 0.19
H -2.1106 -4.5264 -2.6348 -0.10 0.21 0.00
H 0.6855 -3.3159 -1.7356 0.02 0.14 -0.08
H 1.9715 0.7964 2.1239 0.14 0.06 0.45
H 2.8348 -0.3795 4.1997 -0.01 -0.02 0.04
H 0.8257 4.4699 -0.0975 0.01 -0.07 -0.06
H -3.8407 0.1394 -3.0146 0.16 -0.21 0.02
H 1.7452 -1.4099 5.1321 0.06 0.10 0.08
H -3.8497 0.3740 -0.6429 -0.03 0.08 -0.24
H 3.0066 -3.4206 -2.4735 0.08 0.02 0.01
H -0.4013 1.1796 -2.1218 -0.10 0.15 0.05
H 2.1422 2.3589 4.1464 0.03 -0.01 -0.01
H -3.3138 -1.1646 -5.0643 -0.02 -0.09 0.01
H 4.2072 -2.0474 -0.6813 0.07 -0.15 -0.09
H -0.5464 2.5468 0.5958 0.18 -0.33 -0.07
H 0.6055 -2.0131 0.3750 0.06 0.37 -0.08
H -1.8544 1.3680 -1.1540 0.18 0.07 -0.02
H -0.5936 -1.1915 -1.6788 0.29 0.00 0.03
H 0.8755 -0.2906 -2.1245 0.00 -0.15 -0.04
H 3.0579 -1.7048 -2.8140 -0.05 0.07 0.12
H -0.0841 -1.0319 3.4820 0.21 0.06 -0.06
H 0.3921 0.4909 5.8002 -0.03 0.00 -0.12
H 2.9064 -3.0761 -0.0878 -0.02 0.08 -0.02
H -2.6083 -3.2316 -0.5753 0.00 0.31 -0.35